[1]
The following is a DFT calculation (wB97M-V/def2-TZVPD) of C4H7N3O as an isolated structure.

The value obtained for the LUMO energy is 0.058 eV. For the electronic energy, the calculation gives -10770.3009 eV. Its HOMO energy is -8.430 eV.

Atoms and positions in Å:
C -1.0361 1.4162 1.0586
C -0.0913 0.6592 0.0575
C 0.4103 0.8966 -1.1495
C -0.1179 -0.8960 0.0732
H -1.3377 1.2668 2.4012
H -0.7909 2.4638 0.9049
H -2.2669 1.4278 0.6658
H 0.0861 1.8688 -1.8648
H 1.7261 -0.7954 -2.4366
H 1.2100 -2.4981 0.4781
H -0.5661 -0.7248 1.8979
N 0.7946 -0.2453 -1.8000
N 0.4656 -1.3680 -1.1093
N -0.3405 -1.5902 1.1537
O 1.8548 -1.8815 -0.3309

Mulliken atomic charge list, values in e, 5 entries: atom 1 (C): -1.095, atom 2 (C): 0.123, atom 3 (C): -0.203, atom 4 (C): 0.905, atom 5 (H): 0.327

[2]
The following is a DFT calculation (wB97M-V/def2-TZVPD) of one molecule with the formula C3H6N4O.

The value obtained for the LUMO energy is 0.601 eV. The SMILES is C=N/N=C\C(=O)NN. For the electronic energy, the calculation gives -11213.4465 eV. Its HOMO energy is -9.557 eV.

Atoms and positions in Å:
C -2.0715 0.9505 1.1097
N -0.9056 0.5132 0.9468
N 0.0757 1.5014 0.6940
C 0.8250 1.1760 -0.2745
C 0.5561 0.0754 -1.2679
O 0.1775 0.2610 -2.4324
N 0.7913 -1.1967 -0.8392
N 1.2938 -1.5036 0.3979
H -2.3633 1.9888 0.9391
H -2.8218 0.1329 1.2029
H 1.6589 1.8364 -0.5520
H 0.1761 -1.8120 -1.3277
H 0.6088 -1.6974 1.1055
H 1.9989 -2.2259 0.2977

Mulliken atomic charge list, values in e, 5 entries: atom 1 (C): -0.332, atom 2 (N): -0.140, atom 3 (N): -0.460, atom 4 (C): 0.014, atom 5 (C): 0.563

[3]
The following is a DFT calculation (wB97M-V/def2-TZVPD) of a 6-piece molecular cluster, C43H98N6O8 overall.

The value obtained for the LUMO energy is 0.429 eV. The SMILES is CC1(C)CCCC(C)(C)N1O.CC1(C)CCCC(C)(C)N1O.CC1(C)CCCC(C)(C)N1O.COC[C@H](C)N.COCCNCCOC.COCCNCCOC. For the electronic energy, the calculation gives -71487.7263 eV. Its HOMO energy is -8.153 eV.

Atoms and positions in Å:
C -11.4932 -3.9286 -23.5627
C -10.9664 -2.6181 -23.0076
C -10.9870 -2.8202 -21.4498
C -9.5026 -2.4125 -23.2480
C -9.2472 -2.0166 -24.7617
C -10.0544 -0.6649 -24.8854
C -11.5447 -0.7216 -24.6182
C -11.8832 0.7693 -24.4104
C -12.3149 -1.2966 -25.7873
N -11.7663 -1.4064 -23.4013
O -13.0410 -1.4729 -23.0451
H -10.8236 -4.7021 -23.1868
H -12.4232 -4.3277 -23.1577
H -11.5091 -3.8681 -24.6509
H -11.9778 -3.0883 -21.0829
H -10.4022 -3.6945 -21.1638
H -10.6428 -1.9181 -20.9440
H -9.1547 -1.5440 -22.6889
H -8.7884 -3.1300 -22.8440
H -8.2015 -1.8161 -24.9953
H -9.6982 -2.6858 -25.4944
H -9.9690 -0.4742 -25.9552
H -9.5121 0.0387 -24.2538
H -11.5730 1.4016 -25.2423
H -11.4019 1.0648 -23.4782
H -12.9426 0.8164 -24.1583
H -13.0921 -1.9934 -25.4734
H -11.6765 -1.7604 -26.5393
H -12.7377 -0.4729 -26.3624
H -13.3577 -0.5936 -22.8258
C -11.1724 -1.2841 -16.0396
C -11.8648 -0.0099 -16.6568
C -13.1729 0.1672 -15.9209
C -10.9530 1.1452 -16.2151
C -10.9418 2.4955 -16.9801
C -10.8241 2.2217 -18.5570
C -11.8785 1.1927 -19.0520
C -13.1849 1.9752 -19.2053
C -11.4157 0.7474 -20.4277
N -11.9346 -0.0806 -18.1111
O -12.8366 -0.9419 -18.5720
H -11.2333 -1.3428 -14.9529
H -11.7605 -2.1546 -16.3304
H -10.1150 -1.3413 -16.2980
H -13.0367 0.1411 -14.8398
H -13.6679 1.1123 -16.1438
H -14.0008 -0.5022 -16.1547
H -11.1313 1.4160 -15.1744
H -9.9325 0.7749 -16.1175
H -11.7540 3.1257 -16.6179
H -10.0512 3.0526 -16.6893
H -9.7964 1.9630 -18.8120
H -11.0560 3.1557 -19.0688
H -13.1245 2.9589 -18.7396
H -14.0275 1.4595 -18.7447
H -13.4352 2.3032 -20.2142
H -11.0331 1.4989 -21.1183
H -12.1205 0.1156 -20.9684
H -10.5766 0.0812 -20.2268
H -12.3039 -1.4657 -19.1748
C -19.7658 2.5978 -20.6177
C -20.5176 2.2707 -21.9661
C -19.4856 2.0826 -23.1909
C -21.3219 0.9091 -21.8739
C -22.5656 1.0966 -20.8955
C -23.4211 2.1430 -21.4606
C -22.8013 3.5341 -21.7273
C -23.7204 4.2358 -22.7305
C -22.6538 4.4020 -20.5042
N -21.4910 3.3341 -22.4000
O -20.8847 4.5862 -22.7535
H -19.1572 3.4823 -20.8057
H -20.4500 2.7216 -19.7782
H -19.1540 1.7964 -20.2034
H -18.6001 1.6403 -22.7344
H -19.8031 1.4672 -24.0328
H -19.0768 3.0308 -23.5399
H -21.8628 0.4787 -22.7166
H -20.7436 0.1701 -21.3192
H -23.1285 0.1673 -20.8073
H -22.2551 1.3522 -19.8824
H -24.1934 2.3684 -20.7252
H -23.7900 1.5583 -22.3033
H -23.1259 5.0547 -23.1354
H -24.6564 4.6413 -22.3463
H -24.0901 3.5610 -23.5026
H -22.5519 5.4354 -20.8355
H -21.6632 4.3253 -20.0559
H -23.5780 4.3689 -19.9272
H -21.2015 4.7727 -23.6403
C -15.9929 -0.2239 -20.2708
O -16.5187 -1.5326 -20.3983
C -16.0594 -2.3388 -21.5108
C -16.4654 -1.7207 -22.8864
C -17.9918 -1.4256 -23.0681
N -15.8803 -2.5339 -23.9784
H -16.1246 0.4010 -21.1542
H -14.9162 -0.3132 -20.1267
H -16.2376 0.2444 -19.3174
H -14.9924 -2.5586 -21.4761
H -16.5964 -3.2847 -21.4403
H -15.9923 -0.7465 -23.0102
H -18.2444 -0.7436 -23.8800
H -18.4042 -0.9730 -22.1664
H -18.4600 -2.4053 -22.9729
H -15.7875 -2.0056 -24.8341
H -14.9031 -2.7368 -23.8235
C -16.5446 -1.1749 -16.5503
O -15.7783 -2.2218 -15.8647
C -16.5870 -3.1352 -15.0500
C -17.3670 -2.4654 -13.8661
N -16.4286 -1.6882 -13.1327
C -16.9574 -0.5872 -12.4061
C -17.8740 -1.1418 -11.2827
O -17.3000 -1.3069 -9.9528
C -16.3936 -2.4210 -9.9948
H -16.6113 -0.3347 -15.8592
H -17.4977 -1.3612 -17.0453
H -15.9742 -0.7548 -17.3787
H -15.9524 -3.8380 -14.5101
H -17.2526 -3.7450 -15.6609
H -17.7925 -3.2512 -13.2420
H -18.2104 -1.9236 -14.2941
H -15.6966 -1.4884 -13.7993
H -17.5002 -0.0330 -13.1718
H -16.2128 0.1179 -12.0366
H -18.5294 -1.9827 -11.5093
H -18.5949 -0.3814 -10.9821
H -15.4510 -1.9749 -10.3121
H -16.6408 -3.1352 -10.7802
H -16.2649 -2.9536 -9.0525
C -12.9089 -8.9227 -25.3718
O -13.7928 -7.7784 -25.2174
C -13.8260 -7.1077 -23.9056
C -14.9315 -6.0778 -23.7218
N -16.1673 -6.8034 -23.2052
C -17.3993 -6.0258 -23.3222
C -18.7522 -6.8061 -23.3754
O -19.1511 -7.5232 -24.5480
C -18.2504 -8.6686 -24.7989
H -13.0504 -9.7199 -24.6420
H -11.9604 -8.4345 -25.5956
H -13.1927 -9.4376 -26.2897
H -12.9002 -6.5341 -23.8596
H -13.7103 -7.9076 -23.1743
H -15.3279 -5.5764 -24.6047
H -14.5435 -5.2356 -23.1489
H -16.1835 -7.6087 -23.8146
H -17.3643 -5.6748 -24.3536
H -17.5239 -5.2017 -22.6198
H -19.5172 -6.0297 -23.3843
H -18.7834 -7.5028 -22.5377
H -18.7998 -9.3358 -25.4632
H -17.9993 -9.1165 -23.8374
H -17.2563 -8.5351 -25.2256

Mulliken atomic charge list, values in e, 5 entries: atom 1 (C): -2.130, atom 2 (C): 2.019, atom 3 (C): -2.113, atom 4 (C): -1.521, atom 5 (C): -0.815

[4]
The following is a DFT calculation (wB97M-V/def2-TZVPD) of C18H17N2O9SV as an isolated structure.

The value obtained for the LUMO energy (alpha / beta) is 2.740 / 2.738 eV. Its charge is -1. As for the spin multiplicity: 4. For the electronic energy, the calculation gives -76875.2766 eV. Its HOMO energy (alpha / beta) is -4.445 / -6.327 eV. The expectation value of S² is 3.76.

Atoms and positions in Å:
V 7.7567 12.6547 8.6878
O 8.2205 16.0559 11.2416
C 7.8686 15.1020 10.5170
O 7.9569 13.8613 10.6661
C 7.1968 15.5085 9.0996
C 6.6118 16.7490 8.7706
C 5.8342 16.9060 7.6397
C 5.7090 15.7663 6.8279
C 6.2702 14.6045 7.1924
N 7.1232 14.5188 8.2333
C 5.6097 13.2589 6.8827
O 4.7031 13.3473 6.0289
O 5.9503 12.2671 7.6168
H 6.7138 17.4117 9.6345
H 5.4500 17.8122 7.2537
H 4.8876 15.7768 6.0555
C 8.2652 11.7988 5.3609
O 8.7444 12.5447 6.4729
C 10.1477 12.6185 6.5382
C 10.4384 13.5021 7.7502
O 9.7404 13.1191 8.9339
C 10.6086 12.6051 9.9390
H 8.3017 12.3091 4.3952
H 7.1830 11.7115 5.5405
H 8.6737 10.8072 5.2609
H 10.4506 13.0472 5.5812
H 10.5713 11.5919 6.7212
H 10.0807 14.4777 7.5710
H 11.5991 13.3714 7.8836
H 11.3229 13.4079 10.1755
H 11.0670 11.6969 9.5234
H 10.0722 12.3124 10.8688
O 7.7823 10.6470 9.4252
C 8.2593 9.7626 8.7278
N 9.5057 9.8512 8.1646
S 9.8296 8.4581 7.3786
O 9.9868 8.7507 5.9747
O 10.8417 7.6546 7.9452
C 8.2939 7.6702 7.6631
C 7.8867 6.3880 7.4294
C 6.7409 5.9377 7.9521
C 5.8893 6.8119 8.6826
C 6.2515 8.0612 8.9612
C 7.5390 8.4472 8.5163
H 8.7352 5.6960 7.1053
H 6.3992 4.9041 7.8993
H 4.9570 6.2618 9.0107
H 5.6902 8.7078 9.6742

Mulliken atomic charge list, values in e, 5 entries: atom 1 (V): 0.325, atom 2 (O): -0.772, atom 3 (C): 0.472, atom 4 (O): -0.569, atom 5 (C): 0.422

[5]
The following is a DFT calculation (wB97M-V/def2-TZVPD) of one molecule with the formula C5H11NO.

The value obtained for the LUMO energy is 1.048 eV. The SMILES is CCO/C(C)=N/C. For the electronic energy, the calculation gives -8900.5434 eV. Its HOMO energy is -9.322 eV.

Atoms and positions in Å:
C -2.2466 0.3854 -1.0945
C -1.5439 -0.9065 -0.7002
O -0.1618 -0.8650 -1.0311
C 0.6642 -0.2943 -0.1224
C 2.1278 -0.2606 -0.5371
N 0.1532 0.1375 0.9480
C 0.9484 0.6966 1.9998
H -3.3310 0.2861 -0.9681
H -2.0342 0.6021 -2.1454
H -1.9098 1.2274 -0.4780
H -1.9368 -1.7695 -1.2443
H -1.6604 -1.0736 0.3755
H 2.2998 -0.6669 -1.5380
H 2.7405 -0.8304 0.1729
H 2.5043 0.7704 -0.5116
H 0.4897 0.3817 2.9475
H 2.0079 0.3862 1.9882
H 0.8887 1.7933 1.9385

Mulliken atomic charge list, values in e, 5 entries: atom 1 (C): -1.039, atom 2 (C): -0.227, atom 3 (O): -0.421, atom 4 (C): 0.915, atom 5 (C): -1.264

[6]
The following is a DFT calculation (wB97M-V/def2-TZVPD) of a 3-piece molecular cluster, C17H29BF5I2N2O11S overall.

The value obtained for the LUMO energy is 2.222 eV. Its charge is -1. For the electronic energy, the calculation gives -84902.2294 eV. Its HOMO energy is -5.607 eV.

Atoms and positions in Å:
C -4.7218 1.4674 -2.1309
C -4.8050 3.0008 -1.6690
I -4.9361 4.1833 -3.5430
C -3.5130 3.5634 -0.9004
I -4.1912 5.4532 0.0555
N -2.9987 2.7012 0.1892
C -1.5260 2.5964 0.2257
B -1.1883 1.7287 1.5969
O 0.1840 1.4718 1.9741
N -2.2641 1.1670 2.4806
C -2.7352 2.1819 3.4935
C -1.8365 -0.1055 3.1394
C -0.8794 4.0339 0.4831
O -0.3182 4.7720 -0.3819
O -0.9032 4.4744 1.8093
S -0.7728 1.6256 -1.1725
O -1.5926 1.5728 -2.4366
O -0.6896 0.1831 -0.6696
C 0.9713 2.1045 -1.6282
F 1.6444 0.8706 -1.9563
F 1.7309 2.6449 -0.5453
C 1.1231 3.0357 -2.9276
F 1.4742 2.3188 -4.1118
F 0.0457 3.8907 -3.1885
F 2.2518 3.8919 -2.6789
H -3.9015 0.8593 -1.6022
H -5.7183 0.9608 -1.8252
H -4.6304 1.3265 -3.2727
H -5.7644 3.2678 -1.0975
H -2.6790 3.8409 -1.6500
H -3.4696 1.7894 0.2551
H 0.4635 2.0472 2.7199
H -3.6654 2.6864 3.0327
H -1.9280 2.9694 3.7035
H -2.9866 1.6148 4.4566
H -1.1112 0.0860 4.0132
H -1.3944 -0.7943 2.3368
H -2.7697 -0.6438 3.5650
C -0.3484 -5.6253 0.4495
C 0.2152 -5.1306 1.7673
O -0.7986 -4.5001 2.5598
C -1.6533 -5.3326 3.1795
O -1.6315 -6.5396 3.1301
O -2.5559 -4.5893 3.8457
C -3.5864 -5.3550 4.4651
H -0.8528 -4.8129 -0.0819
H 0.4470 -6.0232 -0.1858
H -1.0895 -6.4128 0.6027
H 0.9770 -4.3718 1.5735
H 0.6980 -5.9361 2.3288
H -3.1713 -6.1326 5.1098
H -4.2335 -5.7926 3.7014
H -4.1830 -4.6790 5.0787
C 5.6486 2.0516 -2.4838
C 4.8397 0.9390 -3.1214
O 5.6865 -0.1407 -3.5431
C 6.1250 -0.9500 -2.5661
O 5.8661 -0.8531 -1.3915
O 6.9265 -1.8778 -3.1211
C 7.5439 -2.7443 -2.1728
H 6.4469 2.3808 -3.1563
H 5.0100 2.9065 -2.2474
H 6.1285 1.7180 -1.5611
H 4.3460 1.3186 -4.0192
H 4.0553 0.5753 -2.4522
H 6.8037 -3.2104 -1.5191
H 8.2798 -2.1888 -1.5866
H 8.0619 -3.5300 -2.7244

Mulliken atomic charge list, values in e, 5 entries: atom 1 (C): -0.913, atom 2 (C): -0.144, atom 3 (I): 0.017, atom 4 (C): -1.090, atom 5 (I): 0.032

[7]
The following is a DFT calculation (wB97M-V/def2-TZVPD) of a 8-piece molecular cluster, C27H50F9N5O11 overall.

The value obtained for the LUMO energy is 0.274 eV. The SMILES is CCOC(=O)C(F)(F)F.CCOC(=O)C(F)(F)F.CCOC(=O)C(F)(F)F.CN(C)C=O.CN(C)C=O.CN(C)C=O.CN(C)C=O.CN(C)C=O. For the electronic energy, the calculation gives -83236.6869 eV. Its HOMO energy is -8.932 eV.

Atoms and positions in Å:
C 2.5925 -4.9906 1.0214
C 2.4942 -6.2251 1.8905
O 1.1061 -6.2913 2.1225
C 0.2124 -7.0264 1.4674
O 0.4277 -7.5589 0.3823
C -1.2193 -7.1657 2.0929
F -1.3973 -6.2976 3.0794
F -2.1174 -6.8960 1.1555
F -1.3615 -8.4220 2.5856
H 2.0367 -5.2070 0.1091
H 3.5849 -4.5884 0.8178
H 2.0772 -4.1622 1.5075
H 2.9802 -6.1979 2.8657
H 2.8780 -7.1284 1.4164
C -4.3170 10.8965 -2.7129
C -3.5206 9.7395 -3.3523
O -3.8787 8.3120 -2.9726
C -2.8657 7.4507 -2.9443
O -1.6969 7.6609 -3.2554
C -3.2469 6.0333 -2.3917
F -2.7047 5.7607 -1.1845
F -4.5779 5.9153 -2.4282
F -2.7389 5.0300 -3.1732
H -5.4067 10.8927 -2.7378
H -4.2079 11.8526 -3.2249
H -4.0929 10.9603 -1.6481
H -2.4568 9.9713 -3.4048
H -3.9044 9.7410 -4.3725
C 0.5334 -2.7250 6.7983
C 0.4296 -3.4720 8.1600
O 0.7138 -2.5540 9.1961
C 1.9411 -2.1968 9.5216
O 2.9919 -2.5870 8.9120
C 1.9892 -1.2645 10.7925
F 2.6252 -0.0993 10.6109
F 0.7683 -0.9798 11.1982
F 2.6686 -1.9199 11.7120
H 0.2677 -3.3977 5.9829
H 1.5382 -2.3204 6.6768
H -0.1046 -1.8453 6.8828
H 0.9689 -4.4124 8.0463
H -0.6102 -3.7664 8.3023
C 0.3418 -3.5688 -6.1868
N 1.3892 -4.5458 -6.0998
C 1.9366 -4.8329 -7.4077
C 1.6657 -5.2033 -4.9684
O 2.7437 -5.8174 -4.8155
H -0.5577 -3.9977 -6.6284
H 0.6501 -2.7086 -6.7811
H 0.0165 -3.1043 -5.2559
H 1.2374 -4.9420 -8.2368
H 2.5682 -4.0103 -7.7432
H 2.6056 -5.6888 -7.4971
H 0.8587 -5.0202 -4.2422
C -0.6039 -0.7061 1.1401
N -0.6072 -1.4847 -0.1372
C 0.1881 -0.8588 -1.1847
C -1.3386 -2.5831 -0.2486
O -1.4118 -3.1483 -1.3050
H -1.0648 0.2588 0.9286
H 0.4253 -0.4439 1.3854
H -1.1495 -1.2199 1.9316
H -0.3542 -0.0225 -1.6258
H 1.0907 -0.3345 -0.8708
H 0.4614 -1.6441 -1.8895
H -1.7997 -2.8462 0.7159
C 3.5272 4.9517 -4.7773
N 3.3721 3.4638 -4.8582
C 4.1996 2.6174 -3.9987
C 2.6314 2.9268 -5.8965
O 2.3808 1.7334 -6.1922
H 2.7216 5.4936 -5.2726
H 4.4229 5.0138 -5.3952
H 3.6013 5.2785 -3.7401
H 4.4178 1.5650 -4.1807
H 5.2065 3.0043 -4.1556
H 3.8536 2.7001 -2.9684
H 2.1140 3.6768 -6.5146
C 3.3491 3.8685 8.1573
N 3.2390 3.1408 6.9222
C 4.5194 2.9653 6.3513
C 2.1842 2.4776 6.4886
O 2.1970 1.8729 5.4942
H 3.9303 3.3579 8.9252
H 2.3942 4.1689 8.5886
H 3.9933 4.7376 8.0238
H 4.9445 2.1224 6.8962
H 4.4671 2.7404 5.2860
H 5.1025 3.8809 6.2522
H 1.3574 2.7227 7.1731
C -4.9999 -0.6163 -5.0536
N -6.2773 -0.8874 -4.4012
C -7.4550 -1.1097 -5.2919
C -6.3628 -0.9332 -3.0650
O -7.3746 -1.0347 -2.3803
H -4.1589 -0.3879 -4.3988
H -4.9644 0.2458 -5.7196
H -4.7187 -1.5112 -5.6087
H -8.3812 -0.9457 -4.7412
H -7.3814 -0.2753 -5.9893
H -7.3858 -2.0616 -5.8184
H -5.3583 -1.0097 -2.6208

Mulliken atomic charge list, values in e, 5 entries: atom 1 (C): -1.080, atom 2 (C): -0.198, atom 3 (O): -0.296, atom 4 (C): 0.466, atom 5 (O): -0.534

[8]
The following is a DFT calculation (wB97M-V/def2-TZVPD) of a 3-piece molecular cluster, C3H10OS2 overall.

The value obtained for the LUMO energy is -4.729 eV. For the electronic energy, the calculation gives -26985.2007 eV. Its HOMO energy is -8.149 eV.

Atoms and positions in Å:
C 1.5002 0.6151 -1.4525
C 1.9702 -0.6069 -0.5912
S 2.8508 0.0773 0.7817
S -1.7235 0.2141 -0.5050
C -3.2437 -0.2779 0.6328
H 0.8571 1.3957 -1.0382
H 2.3724 1.2596 -1.7853
H 0.8823 0.3067 -2.3575
H 2.5576 -1.2682 -1.2680
H 1.0759 -1.2313 -0.1953
H -3.6337 0.6674 1.1059
H -2.7846 -0.9397 1.3888
H -4.0322 -0.7449 -0.0905
H -0.1021 0.3435 1.2642
H 1.2468 0.2094 1.9993
O 0.2066 -0.0200 2.1108

Mulliken atomic charge list, values in e, 5 entries: atom 1 (C): -0.990, atom 2 (C): -0.295, atom 3 (S): -0.168, atom 4 (S): -0.176, atom 5 (C): -0.656